# C5H10N2O

A 2-piece molecular cluster, C5H10N2O overall in a non-equilibrium geometry (ωB97M-V/def2-TZVPD, OMol25).

Summary:
* structure (SMILES): C=CC(C)(C)O.N#N
* LUMO level: 0.0293 Eh
* frontier orbital gap: 10.45 eV
* HOMO level: -9.65 eV
* energy relative to the best compared isomer or geometry (same formula, charge and spin): 47.5 kcal/mol

The geometry in XYZ format:
```
18
Properties=species:S:1:pos:R:3:lowdin_charge:R:1
C -2.11 -0.50 -0.63 0.023
C -0.95 -0.03 -1.07 -0.128
C 0.28 0.18 -0.22 -0.648
C 1.40 -0.77 -0.69 -0.019
C 0.74 1.64 -0.34 -0.035
O 0.07 -0.13 1.14 -0.214
H -2.94 -0.65 -1.30 0.052
H -2.24 -0.81 0.39 0.050
H -0.82 0.23 -2.11 0.110
H 2.28 -0.62 -0.08 0.085
H 1.62 -0.62 -1.74 0.086
H 1.07 -1.80 -0.53 0.088
H 1.63 1.81 0.28 0.083
H 1.01 1.87 -1.37 0.080
H -0.06 2.32 -0.04 0.084
H -0.60 0.21 2.04 0.169
N 0.10 -1.57 2.92 0.100
N -0.51 -0.76 3.38 0.035
```

---

# C18H24F2N8OPPt

C18H24F2N8OPPt as an isolated structure (ωB97M-V/def2-TZVPD, OMol25).

Summary:
* LUMO level: -0.0742 Eh
* frontier orbital gap: 8.59 eV
* charge: +1
* HOMO level: -10.61 eV
* energy relative to the best compared isomer or geometry (same formula, charge and spin): 0.0 kcal/mol

The geometry in XYZ format:
```
55
Properties=species:S:1:pos:R:3:lowdin_charge:R:1
Pt 0.62 0.32 -0.59 1.057
C -1.03 -4.18 -3.13 -0.020
N -0.21 -3.02 -2.81 -0.121
C 0.92 -2.66 -3.48 -0.023
C 1.36 -1.51 -2.90 -0.082
N 0.51 -1.17 -1.89 -0.134
C -0.46 -2.10 -1.85 -0.427
P -1.90 -2.23 -0.75 1.169
C -2.78 -0.69 -1.14 -0.478
N -2.17 0.44 -1.44 0.052
C -3.15 1.32 -1.78 -0.113
C -4.38 0.71 -1.67 -0.053
N -4.14 -0.57 -1.28 -0.133
C -5.16 -1.58 -1.02 -0.024
C -1.08 -1.79 0.82 -0.439
N 0.08 -1.14 0.92 -0.093
C 0.40 -1.11 2.25 -0.117
C -0.56 -1.76 2.96 -0.040
N -1.48 -2.20 2.04 -0.118
C -2.69 -2.94 2.36 -0.009
H -0.56 -4.71 -3.96 0.096
H -2.03 -3.88 -3.43 0.092
H -1.09 -4.85 -2.28 0.090
H 1.31 -3.24 -4.29 0.131
H 2.22 -0.90 -3.13 0.119
H -2.93 2.32 -2.09 0.107
H -5.38 1.07 -1.85 0.125
H -5.82 -1.66 -1.88 0.098
H -5.74 -1.32 -0.14 0.097
H -4.67 -2.54 -0.86 0.057
H 1.31 -0.65 2.60 0.105
H -0.66 -1.97 4.01 0.129
H -2.46 -3.75 3.05 0.100
H -3.11 -3.36 1.45 0.060
H -3.43 -2.28 2.82 0.101
N 0.82 1.87 0.68 0.034
C 1.60 2.56 1.20 -0.195
N 2.49 3.34 1.73 -0.067
C 3.58 3.90 0.91 -0.077
C 4.90 3.36 1.43 -0.174
O 5.03 3.59 2.82 -0.114
C 4.03 2.94 3.56 -0.184
C 2.66 3.48 3.19 -0.090
H 3.55 4.99 1.00 0.137
H 3.41 3.62 -0.13 0.132
H 5.73 3.86 0.94 0.136
H 4.97 2.28 1.22 0.134
H 4.23 3.13 4.62 0.134
H 4.06 1.86 3.38 0.130
H 2.59 4.54 3.43 0.137
H 1.85 2.95 3.70 0.135
F 2.45 1.75 -2.19 -0.084
C 1.07 1.64 -2.02 -0.520
F 0.59 1.29 -3.26 -0.051
H 0.73 2.65 -1.82 0.087
```

---

# C44H36NO4P2S2V

C44H36NO4P2S2V as an isolated structure in a non-equilibrium geometry (ωB97M-V/def2-TZVPD, OMol25).

Summary:
* LUMO level (spin up / spin down): -0.0909 / -0.0954 Eh
* expectation value of S²: 0.758
* frontier orbital gap (spin up / spin down): 7.68 / 7.08 eV
* charge: +1
* HOMO level (spin up / spin down): -10.15 / -9.67 eV
* multiplicity: 2

The geometry in XYZ format:
```
90
Properties=species:S:1:pos:R:3:lowdin_charge:R:1
V -0.14 -0.18 0.68 0.468
O -1.22 -0.38 3.56 -0.059
C -2.23 0.51 3.87 -0.257
C -3.21 0.32 4.84 -0.008
C -4.12 1.34 5.09 -0.054
C -4.07 2.53 4.39 -0.062
C -3.15 2.67 3.36 -0.056
C -2.24 1.66 3.07 -0.266
P -1.23 1.71 1.55 1.100
C 0.03 2.97 1.93 -0.344
C 0.41 3.18 3.26 -0.071
C 1.39 4.11 3.57 -0.066
C 2.01 4.82 2.55 -0.072
C 1.67 4.60 1.23 -0.066
C 0.68 3.67 0.92 -0.123
C -2.43 2.57 0.45 -0.325
C -2.37 3.92 0.11 -0.080
C -3.35 4.49 -0.69 -0.064
C -4.43 3.74 -1.13 -0.069
C -4.52 2.40 -0.76 -0.061
C -3.53 1.83 0.02 -0.090
C -1.08 -1.60 4.19 -0.263
C -1.15 -1.77 5.57 -0.013
C -1.00 -3.03 6.11 -0.048
C -0.75 -4.13 5.29 -0.056
C -0.56 -3.94 3.93 -0.073
C -0.73 -2.68 3.36 -0.259
P -0.15 -2.31 1.67 1.105
C -0.76 -3.63 0.57 -0.338
C -1.72 -4.58 0.93 -0.081
C -2.13 -5.54 0.01 -0.064
C -1.59 -5.57 -1.26 -0.069
C -0.64 -4.63 -1.63 -0.066
C -0.23 -3.66 -0.73 -0.124
C 1.59 -2.84 1.98 -0.332
C 2.26 -3.81 1.23 -0.070
C 3.56 -4.15 1.56 -0.066
C 4.21 -3.55 2.62 -0.077
C 3.55 -2.58 3.36 -0.066
C 2.25 -2.22 3.04 -0.094
H -3.27 -0.60 5.39 0.108
H -4.88 1.19 5.85 0.114
H -4.76 3.33 4.61 0.111
H -3.14 3.57 2.76 0.116
H -0.08 2.62 4.05 0.108
H 1.67 4.27 4.60 0.109
H 2.77 5.56 2.80 0.108
H 2.16 5.14 0.44 0.110
H 0.44 3.48 -0.12 0.101
H -1.56 4.54 0.47 0.098
H -3.28 5.53 -0.96 0.111
H -5.20 4.19 -1.73 0.109
H -5.37 1.81 -1.07 0.110
H -3.63 0.80 0.33 0.081
H -1.27 -0.91 6.21 0.126
H -1.08 -3.17 7.18 0.115
H -0.64 -5.11 5.73 0.113
H -0.25 -4.76 3.31 0.118
H -2.16 -4.56 1.92 0.101
H -2.87 -6.27 0.30 0.110
H -1.91 -6.32 -1.97 0.109
H -0.21 -4.65 -2.63 0.113
H 0.52 -2.93 -1.01 0.094
H 1.78 -4.31 0.41 0.095
H 4.08 -4.91 0.97 0.109
H 5.22 -3.83 2.88 0.107
H 4.05 -2.09 4.19 0.109
H 1.74 -1.46 3.62 0.110
S -2.53 -1.32 -2.79 1.135
C -1.40 -0.56 -1.75 -0.408
N -1.62 -0.69 -0.46 -0.148
C -2.81 -1.38 -0.23 -0.337
C -3.43 -1.58 1.00 -0.031
C -4.63 -2.25 1.04 -0.047
C -5.23 -2.73 -0.13 -0.058
C -4.65 -2.51 -1.36 -0.064
C -3.45 -1.81 -1.40 -0.441
H -0.54 -0.03 -2.13 0.098
H -2.97 -1.19 1.90 0.100
H -5.13 -2.40 1.99 0.115
H -6.17 -3.25 -0.07 0.113
H -5.12 -2.86 -2.27 0.118
C 3.71 0.76 0.02 -0.084
S 2.00 0.31 0.16 0.395
O 1.79 -1.06 -0.31 -0.333
O 1.15 1.23 -0.61 -0.338
O 1.64 0.40 1.60 -0.367
H 4.06 0.52 -0.98 0.082
H 4.24 0.19 0.77 0.079
H 3.77 1.83 0.21 0.077
```